(1)
{
  "formula": "C23H21LiN5O2P",
  "method": "ωB97M-V with the def2-TZVPD basis set",
  "symbols": ["Li", "N", "N", "C", "N", "N", "N", "O", "O", "H", "H", "H", "H", "H", "C", "C", "C", "C", "C", "C", "P", "C", "C", "C", "C", "C", "C", "C", "C", "C", "C", "C", "C", "C", "C", "C", "C", "H", "H", "H", "H", "H", "H", "H", "H", "H", "H", "H", "H", "H", "H", "H", "H"],
  "coordinates": [[-1.2734, 1.1135, -1.9379], [-2.2828, 2.4751, -0.5200], [-1.3597, 3.4450, -0.1258], [-0.2038, 3.5442, -0.8123], [0.7647, 4.2792, -0.3279], [-0.1266, 2.7378, -1.8847], [0.9845, 2.7007, -2.6211], [1.8491, 3.5656, -2.4557], [1.0247, 1.7894, -3.4377], [-3.2205, 2.9219, -0.5660], [-2.2513, 1.6626, 0.0570], [-1.2967, 3.6957, 0.8958], [0.6446, 4.8326, 0.5068], [1.4386, 4.4579, -1.0449], [4.8891, -1.7952, -0.8857], [4.0319, -1.7939, -2.0050], [2.7237, -1.4249, -1.8655], [2.2286, -0.9628, -0.6221], [3.0948, -0.8077, 0.4192], [4.4334, -1.2102, 0.2928], [0.5026, -0.3543, -0.7368], [0.2836, 0.4257, 0.8981], [-0.5214, -0.1407, 1.8359], [-0.7642, 0.5543, 3.0136], [0.0193, 1.6328, 3.3635], [0.9855, 2.1083, 2.4675], [1.0832, 1.5336, 1.2345], [-0.4480, -1.8955, -0.4324], [0.1150, -3.0967, -0.0717], [-0.7492, -4.1851, 0.3156], [-2.0720, -4.0424, 0.3020], [-2.6337, -2.7953, -0.1161], [-4.0161, -2.5889, -0.0275], [-4.5874, -1.4043, -0.2592], [-3.7507, -0.3255, -0.6563], [-2.3751, -0.4108, -0.8766], [-1.8457, -1.7430, -0.4951], [5.9135, -2.0429, -1.0383], [4.3784, -2.1436, -2.9598], [2.1320, -1.5038, -2.7546], [2.7459, -0.3812, 1.3757], [5.1633, -1.1003, 1.0896], [-1.0882, -1.0341, 1.6707], [-1.4937, 0.1740, 3.7639], [-0.0511, 2.1538, 4.3401], [1.6023, 2.9199, 2.7479], [1.8198, 1.8888, 0.5034], [1.1936, -3.1679, -0.0139], [-0.2284, -5.1213, 0.5952], [-2.7287, -4.8843, 0.6169], [-4.6746, -3.4413, 0.1414], [-5.6620, -1.3792, -0.1340], [-4.3407, 0.5649, -0.7620]],
  "forces_ev_per_a": [[-0.27, -0.28, 0.09], [-1.03, 1.87, -0.59], [-0.01, 0.58, 1.76], [-0.56, -1.56, -0.24], [-0.08, 0.81, 0.48], [-0.99, 0.29, 0.47], [0.06, -0.15, -0.50], [0.69, -0.34, -0.79], [0.39, 0.84, 0.43], [0.98, -0.78, 0.15], [-0.17, -0.89, 0.57], [-0.18, -0.38, -1.54], [0.00, -0.03, -0.24], [1.04, 0.37, -0.03], [-1.10, 1.37, -0.55], [0.60, -0.71, 0.95], [0.18, 0.08, 0.60], [-0.56, 0.30, -1.77], [0.74, 0.03, 1.38], [0.36, -0.61, -0.32], [-0.10, -0.61, 0.15], [1.48, -0.09, -0.67], [-1.39, 0.66, 0.99], [-0.26, -0.51, 1.72], [0.34, 1.01, 0.51], [-0.92, -0.40, 0.45], [0.10, -0.40, -1.12], [1.07, -0.45, -0.29], [-0.79, 0.23, 0.27], [3.10, -0.33, -0.27], [-1.65, -0.30, -0.01], [-0.79, -1.49, 0.85], [-0.87, -1.77, -0.09], [0.36, 0.31, -0.04], [0.03, -0.18, 0.04], [-0.64, -1.20, 0.64], [0.10, 2.43, -1.04], [0.62, -0.32, 0.20], [0.19, -0.09, -0.25], [-0.70, 0.23, -0.14], [0.26, -0.29, -0.60], [-0.36, 0.07, 0.17], [-0.06, -0.26, -0.23], [0.56, 0.22, -0.76], [-0.24, -0.58, -0.67], [0.66, 0.72, 0.24], [-0.31, -0.05, 0.28], [-0.03, -0.30, 0.05], [-0.64, 0.52, -0.07], [0.41, 0.82, -0.29], [0.27, -0.01, 0.32], [-0.07, 0.63, -0.18], [0.19, 0.95, -0.47]],
  "lumo_energy_ev": -0.005,
  "e_tot_ev": -45227.172,
  "fmax_ev_per_a": 3.13,
  "multiplicity": 1,
  "homo_lumo_gap_ev": 7.10
}



(2)
{
  "formula": "C23H21MoO4",
  "method": "ωB97M-V with the def2-TZVPD basis set",
  "symbols": ["O", "C", "Mo", "C", "O", "C", "O", "H", "C", "C", "C", "C", "C", "H", "H", "H", "H", "H", "C", "O", "C", "C", "C", "C", "C", "C", "C", "C", "C", "C", "C", "C", "C", "C", "H", "H", "H", "H", "H", "H", "H", "H", "H", "H", "H", "H", "H", "H", "H"],
  "coordinates": [[-3.1707, 8.6216, 7.4968], [-2.3700, 7.8838, 7.8337], [-0.9773, 6.6373, 8.4214], [-1.8165, 6.3585, 10.1741], [-2.2814, 6.1954, 11.2026], [-1.3901, 5.2964, 7.0582], [-1.6076, 4.5067, 6.2649], [-0.4716, 5.0176, 9.0622], [1.2157, 6.2839, 8.0677], [0.7678, 7.3223, 7.1600], [0.3166, 8.4463, 7.9546], [0.4681, 8.0984, 9.3528], [1.0307, 6.7630, 9.4254], [1.6799, 5.3383, 7.7776], [0.7993, 7.2857, 6.0673], [-0.0192, 9.4140, 7.5684], [0.2457, 8.7583, 10.1950], [1.3270, 6.2383, 10.3370], [-5.2285, -2.3043, 8.2976], [-4.3376, -1.5095, 7.5475], [-3.5070, -0.7100, 8.3093], [-2.5763, 0.1120, 7.6393], [-1.7263, 0.9387, 8.3173], [-1.7422, 0.9945, 9.7330], [-0.8636, 1.8509, 10.4274], [-0.7253, 2.0305, 11.8319], [0.2362, 2.9254, 12.3424], [0.3732, 3.1078, 13.6971], [-0.4341, 2.4275, 14.6035], [-0.2816, 2.6661, 16.0615], [-1.3791, 1.5340, 14.1146], [-1.5149, 1.3458, 12.7691], [-2.6740, 0.1588, 10.3875], [-3.5257, -0.6591, 9.7168], [-5.8184, -2.9078, 7.6083], [-4.6728, -2.9737, 8.9557], [-5.9020, -1.6733, 8.8807], [-2.5450, 0.0593, 6.5661], [-1.0224, 1.5518, 7.7789], [-0.2228, 2.4603, 9.8161], [0.8709, 3.4621, 11.6580], [1.1214, 3.7799, 14.0785], [-0.9773, 2.0559, 16.6387], [0.7321, 2.4230, 16.3820], [-0.4785, 3.7105, 16.3083], [-2.0022, 0.9879, 14.8000], [-2.3055, 0.5883, 12.3118], [-2.6615, 0.2151, 11.5758], [-4.2112, -1.2729, 10.2703]],
  "forces_ev_per_a": [[1.72, -1.63, 0.74], [-3.98, 3.79, -1.79], [1.73, -2.50, 1.30], [-2.05, 0.08, 5.71], [1.04, 0.14, -2.40], [-0.62, -3.51, -4.92], [0.42, 1.58, 1.93], [-0.64, 1.00, -0.46], [0.27, 0.87, -0.29], [0.66, 0.41, 0.72], [0.76, -0.67, 0.30], [0.91, -0.09, -0.63], [0.23, 0.94, -0.32], [-0.23, 0.32, 0.13], [-0.05, 0.00, 0.38], [-0.01, -0.42, 0.14], [0.00, -0.25, -0.26], [-0.17, 0.18, -0.36], [-0.87, -0.84, 0.46], [2.45, 2.33, 1.33], [-1.06, -1.05, -1.23], [0.06, 0.03, -0.54], [-0.35, -0.28, -0.09], [0.48, 0.57, 0.42], [-0.88, -0.76, 0.34], [-0.03, 0.05, -0.33], [-0.10, 0.02, 0.17], [0.25, 0.23, -0.46], [0.06, 0.13, 0.35], [-0.21, -0.21, 0.33], [-0.23, -0.22, -0.18], [-1.49, -1.48, -0.43], [-0.28, -0.27, 1.88], [-0.37, -0.33, 0.13], [0.20, 0.21, -0.07], [-0.07, -0.04, -0.01], [-0.03, -0.07, -0.03], [-0.01, -0.02, -0.28], [0.17, 0.04, -0.20], [0.41, 0.16, -0.30], [0.27, 0.10, -0.19], [0.19, 0.18, 0.06], [0.09, 0.04, -0.04], [0.04, 0.08, 0.03], [0.11, 0.04, -0.03], [-0.14, -0.11, 0.17], [3.34, 3.37, 4.81], [-1.91, -2.07, -6.10], [-0.11, -0.09, 0.14]],
  "lumo_energy_ev": -14.465,
  "e_tot_ev": -34203.719,
  "de_lowest_ev": 1.177,
  "fmax_ev_per_a": 6.76,
  "multiplicity": 1,
  "homo_lumo_gap_ev": 1.74,
  "total_charge": 3
}



(3)
{
  "formula": "C23H21N2O8PRu",
  "method": "ωB97M-V with the def2-TZVPD basis set",
  "symbols": ["Ru", "O", "C", "C", "C", "C", "C", "C", "C", "O", "N", "O", "O", "H", "H", "H", "H", "O", "C", "O", "C", "P", "C", "C", "C", "C", "C", "C", "C", "C", "C", "C", "C", "C", "H", "H", "H", "H", "H", "H", "H", "H", "H", "H", "H", "H", "N", "C", "C", "O", "O", "H", "H", "H", "H", "H"],
  "coordinates": [[-0.2058, 0.1860, -0.6240], [1.8337, 0.2264, -1.2695], [2.5642, 1.2412, -1.1742], [2.1337, 2.5856, -1.2284], [3.1282, 3.5825, -1.1021], [2.7769, 4.8893, -1.1938], [1.4465, 5.2755, -1.4306], [0.4705, 4.3288, -1.5583], [0.7716, 2.9487, -1.4443], [-0.1828, 2.0807, -1.5587], [3.8093, 5.9286, -1.0514], [4.9535, 5.5617, -0.8929], [3.4423, 7.0828, -1.1152], [3.6383, 1.0626, -1.0583], [4.1643, 3.3151, -0.9381], [1.2212, 6.3295, -1.5168], [-0.5535, 4.6064, -1.7726], [-3.9443, -0.4579, 0.0925], [-2.9953, -0.7562, -0.5953], [-2.2140, 0.1244, -1.2023], [-2.5813, -2.2132, -0.8122], [-0.7726, -2.2763, -0.6891], [-0.1292, -3.8941, -1.1139], [0.8716, -4.0052, -2.0746], [1.3854, -5.2568, -2.3882], [0.8929, -6.3847, -1.7495], [-0.1109, -6.2739, -0.7924], [-0.6228, -5.0296, -0.4687], [-0.3727, -1.9780, 1.0570], [-1.3264, -1.6170, 2.0147], [-0.9321, -1.3477, 3.3146], [0.4071, -1.4298, 3.6672], [1.3624, -1.7985, 2.7259], [0.9781, -2.0753, 1.4268], [-2.8405, -2.5032, -1.8328], [-3.0898, -2.8698, -0.1094], [1.2447, -3.1211, -2.5776], [2.1639, -5.3492, -3.1336], [1.2908, -7.3600, -1.9976], [-0.4905, -7.1581, -0.2977], [-1.3938, -4.9440, 0.2883], [-2.3744, -1.5400, 1.7532], [-1.6717, -1.0685, 4.0535], [0.7092, -1.2138, 4.6834], [2.4039, -1.8746, 3.0082], [1.7204, -2.3703, 0.6926], [-3.1416, 3.4143, 1.5963], [-2.3631, 2.4159, 0.7913], [-1.1778, 2.0177, 1.6822], [-1.1576, 2.5032, 2.8160], [-0.3112, 1.2136, 1.2188], [-4.1170, 3.1544, 1.7145], [-3.0954, 4.3583, 1.2224], [-2.5871, 3.3533, 2.5160], [-2.0354, 2.8303, -0.1580], [-2.9938, 1.5500, 0.5868]],
  "forces_ev_per_a": [[-0.23, 0.54, -0.37], [0.33, -0.04, 0.23], [-0.14, -0.31, -0.13], [0.20, 0.17, 0.10], [-0.04, -0.17, -0.02], [-0.03, 0.20, 0.04], [-0.01, 0.04, 0.00], [-0.02, 0.05, -0.03], [-0.19, -0.15, -0.12], [0.19, 0.16, -0.02], [-0.06, -0.02, -0.13], [0.02, -0.03, 0.05], [-0.01, 0.01, 0.04], [0.03, 0.02, -0.04], [-0.01, -0.01, 0.00], [0.00, -0.01, 0.00], [0.02, 0.00, 0.01], [-0.06, 0.08, 0.06], [0.20, 0.22, -0.38], [-0.23, -0.33, 0.47], [0.00, 0.02, 0.02], [0.28, -0.01, 0.09], [-0.05, -0.08, -0.04], [0.00, -0.03, -0.03], [-0.03, 0.01, 0.01], [-0.01, 0.00, 0.00], [0.00, 0.01, -0.01], [0.06, -0.05, -0.01], [-0.15, -0.33, 0.13], [-0.04, -0.03, 0.00], [0.02, 0.04, -0.03], [0.06, -0.02, 0.03], [-0.05, 0.02, 0.04], [0.00, 0.16, -0.06], [-0.01, 0.00, 0.00], [-0.05, -0.03, -0.01], [0.00, 0.00, 0.02], [-0.01, 0.00, 0.01], [0.00, 0.01, 0.00], [0.01, 0.01, -0.01], [0.01, 0.01, -0.01], [-0.01, -0.03, 0.01], [0.01, -0.01, -0.01], [0.00, 0.01, -0.02], [-0.01, 0.00, 0.00], [0.00, -0.02, 0.00], [0.41, -0.18, 0.23], [-0.17, -0.10, -0.05], [0.09, 0.20, 0.56], [-0.21, 0.01, -0.33], [0.03, -0.17, -0.13], [0.00, -0.03, 0.05], [0.02, 0.01, 0.01], [-0.19, 0.10, -0.18], [0.00, 0.04, -0.01], [0.00, 0.04, -0.03]],
  "lumo_energy_ev": [-3.405, -4.825],
  "e_tot_ev": -55413.099,
  "de_lowest_ev": 0.252,
  "fmax_ev_per_a": 0.70,
  "multiplicity": 6,
  "homo_lumo_gap_ev": [7.81, 6.93],
  "total_charge": 1
}



(4)
{
  "formula": "C23H21N2O8PRu",
  "method": "ωB97M-V with the def2-TZVPD basis set",
  "symbols": ["Ru", "O", "C", "C", "C", "C", "C", "C", "C", "O", "N", "O", "O", "H", "H", "H", "H", "O", "C", "O", "C", "P", "C", "C", "C", "C", "C", "C", "C", "C", "C", "C", "C", "C", "H", "H", "H", "H", "H", "H", "H", "H", "H", "H", "H", "H", "N", "C", "C", "O", "O", "H", "H", "H", "H", "H"],
  "coordinates": [[-0.9295, -0.9270, 0.4128], [0.8312, 0.0096, 1.7476], [0.7766, 0.8398, 2.6589], [-0.3863, 1.4668, 3.2126], [-0.2269, 2.3922, 4.2505], [-1.3169, 2.9997, 4.8083], [-2.6169, 2.7002, 4.3691], [-2.8006, 1.8051, 3.3551], [-1.6983, 1.1648, 2.7272], [-1.9158, 0.3521, 1.7512], [-1.1262, 3.9772, 5.8813], [0.0108, 4.1773, 6.2640], [-2.1184, 4.5289, 6.3151], [1.7280, 1.1443, 3.1246], [0.7583, 2.6401, 4.6262], [-3.4509, 3.1936, 4.8467], [-3.7862, 1.5561, 2.9854], [-2.9783, -2.0171, -3.2000], [-2.1552, -1.7469, -2.3602], [-2.3508, -1.5861, -1.0870], [-0.6676, -1.6330, -2.8111], [0.1898, -0.3988, -1.7722], [-0.4798, 1.1906, -2.3398], [-0.1784, 1.6629, -3.6167], [-0.7531, 2.8384, -4.0680], [-1.6218, 3.5488, -3.2499], [-1.9216, 3.0844, -1.9787], [-1.3510, 1.9075, -1.5211], [1.9164, -0.4271, -2.3066], [2.5139, -1.5975, -2.7706], [3.8502, -1.5896, -3.1358], [4.5986, -0.4266, -3.0235], [4.0109, 0.7372, -2.5457], [2.6771, 0.7373, -2.1772], [-0.6007, -1.3850, -3.8676], [-0.2339, -2.6182, -2.6298], [0.5036, 1.1087, -4.2499], [-0.5267, 3.1973, -5.0631], [-2.0668, 4.4677, -3.6072], [-2.6037, 3.6390, -1.3481], [-1.5864, 1.5450, -0.5254], [1.9404, -2.5100, -2.8564], [4.3095, -2.4949, -3.5096], [5.6431, -0.4278, -3.3054], [4.5952, 1.6436, -2.4611], [2.2159, 1.6430, -1.8028], [-0.1899, -5.3390, 2.4067], [0.6261, -4.8970, 1.2381], [0.1369, -3.4764, 0.8501], [0.6332, -2.8780, -0.0980], [-0.7923, -3.0251, 1.5983], [0.3585, -5.5050, 3.2450], [-0.7719, -6.1495, 2.2177], [-0.8068, -4.4402, 2.5178], [0.5033, -5.5638, 0.3895], [1.6820, -4.8398, 1.4881]],
  "forces_ev_per_a": [[-0.86, -0.33, 0.69], [-0.21, -0.31, -0.41], [0.21, 0.16, 0.22], [-0.59, -0.27, -0.42], [0.18, 0.15, 0.22], [-0.12, -0.22, -0.21], [0.20, 0.16, 0.15], [0.08, -0.31, -0.36], [0.27, 0.57, 0.63], [0.09, -0.92, -1.07], [0.03, 0.17, 0.16], [-0.14, -0.04, -0.05], [0.14, -0.11, -0.06], [0.00, -0.04, -0.06], [0.01, -0.02, -0.04], [-0.03, 0.00, -0.02], [-0.02, 0.05, 0.05], [-0.11, 0.09, 0.59], [0.78, -0.14, -1.53], [0.50, 0.50, 1.64], [-0.41, 0.01, 0.61], [-0.05, 0.36, -1.07], [0.05, -0.10, 0.14], [-0.05, -0.02, 0.03], [0.05, -0.03, -0.07], [0.00, -0.01, 0.02], [-0.07, 0.09, 0.02], [0.15, -0.12, -0.09], [0.06, 0.06, 0.45], [-0.09, 0.06, -0.01], [0.06, -0.02, -0.01], [-0.01, -0.01, 0.00], [0.05, 0.01, 0.00], [-0.07, -0.06, -0.01], [0.00, -0.02, -0.02], [0.10, 0.04, -0.05], [0.00, 0.03, -0.04], [0.00, 0.02, 0.01], [-0.01, 0.00, 0.00], [0.02, -0.02, 0.02], [-0.06, 0.09, 0.01], [0.02, -0.02, 0.00], [0.00, 0.00, 0.00], [-0.01, 0.01, -0.02], [-0.01, 0.00, 0.02], [0.03, 0.02, -0.02], [-0.56, 1.23, -0.13], [0.22, 0.50, -0.57], [-0.31, -0.43, 0.55], [0.08, 0.09, -0.06], [0.16, 0.20, -0.18], [0.02, -0.02, 0.08], [-0.05, -0.06, -0.02], [0.37, -0.83, 0.11], [-0.04, -0.09, 0.06], [-0.01, -0.10, 0.10]],
  "lumo_energy_ev": [-3.155, -4.891],
  "e_tot_ev": -55412.957,
  "de_lowest_ev": 0.393,
  "fmax_ev_per_a": 1.78,
  "multiplicity": 6,
  "homo_lumo_gap_ev": [7.97, 6.61],
  "total_charge": 1
}